Entry 1:
Density functional theory data (ωB97M-V/def2-TZVPD) for 2 unconnected molecules or ions with the total composition C15H15F4NO3 in a non-equilibrium geometry.

Results
Kohn-Sham gap	4.644	eV
E_LUMO	-0.0974	hartree
total energy	-34297.1001	eV
multiplicity	1
HOMO energy	-7.293	eV

Each line ends with the Löwdin charge.
Positions of all 38 atoms, in Å:
F  -1.49  -0.37  2.90  0.134
C  -0.35  -1.08  2.94  -0.095
C  -0.35  -2.42  3.15  -0.102
F  -1.49  -3.09  3.37  0.135
C  0.89  -3.20  3.20  -0.236
O  0.89  -4.43  3.32  0.164
C  2.12  -2.42  3.17  -0.103
F  3.26  -3.09  3.41  0.134
C  2.12  -1.08  2.97  -0.098
F  3.27  -0.37  2.98  0.134
C  0.89  -0.32  2.82  -0.233
O  0.90  0.91  2.72  0.138
C  -0.50  3.53  0.10  -0.160
C  0.84  2.88  0.58  -0.199
C  0.78  1.49  0.04  -0.079
C  -0.27  1.32  -0.84  -0.263
N  -0.43  0.34  -1.76  -0.077
C  0.50  -0.79  -1.69  -0.135
C  0.25  -1.84  -2.76  -0.185
O  -1.14  -2.04  -3.01  -0.134
C  -1.75  -0.84  -3.49  -0.184
C  -1.71  0.28  -2.46  -0.139
C  -1.23  2.49  -0.76  -0.131
H  -1.11  3.83  0.96  0.104
H  -0.27  4.42  -0.49  0.102
H  1.70  3.43  0.18  0.106
H  0.92  2.89  1.67  0.082
H  1.57  0.75  0.21  0.088
H  1.53  -0.41  -1.80  0.128
H  0.44  -1.28  -0.69  0.120
H  0.78  -1.53  -3.68  0.125
H  0.61  -2.81  -2.41  0.127
H  -1.27  -0.48  -4.42  0.128
H  -2.80  -1.12  -3.69  0.129
H  -2.53  0.13  -1.74  0.130
H  -1.88  1.23  -2.98  0.118
H  -2.16  2.17  -0.27  0.118
H  -1.52  2.90  -1.75  0.106

---

Entry 2:
Density functional theory data (ωB97M-V/def2-TZVPD) for 5 unconnected molecules or ions with the total composition C15H15F5O15 in a non-equilibrium geometry.

Results
Kohn-Sham gap	10.991	eV
E_LUMO	0.0061	hartree
total energy	-60094.9779	eV
multiplicity	1
HOMO energy	-10.824	eV

Each line ends with the Löwdin charge.
Positions of all 50 atoms, in Å:
C  2.39  7.92  -2.34  -0.094
C  2.79  7.53  -0.88  -0.268
O  2.51  8.72  -0.20  0.141
C  2.34  9.74  -1.06  -0.465
O  2.18  10.94  -0.71  0.103
O  2.47  9.30  -2.34  0.082
F  4.14  7.33  -0.84  0.057
H  1.38  7.62  -2.63  0.136
H  2.99  7.41  -3.09  0.140
H  2.34  6.60  -0.52  0.168
C  -0.56  -4.16  8.61  -0.090
C  -0.86  -2.96  7.69  -0.261
O  -0.68  -1.94  8.63  0.160
C  0.00  -2.37  9.65  -0.588
O  0.55  -1.67  10.54  0.109
O  0.18  -3.64  9.61  0.131
F  -2.15  -2.93  7.28  0.076
H  -0.01  -4.95  8.10  0.142
H  -1.50  -4.66  8.83  0.146
H  -0.17  -2.66  6.89  0.176
C  -1.69  -1.80  -0.80  -0.052
C  -0.31  -1.18  -0.96  -0.407
O  0.40  -2.07  -1.77  0.159
C  -0.54  -2.72  -2.49  -0.481
O  -0.42  -3.66  -3.34  0.097
O  -1.74  -2.27  -2.12  0.059
F  0.24  -1.17  0.18  0.149
H  -2.27  -0.89  -0.68  0.143
H  -1.90  -2.61  -0.10  0.154
H  -0.37  -0.18  -1.39  0.180
C  4.90  -9.10  -6.27  -0.027
C  4.10  -10.43  -6.51  -0.323
O  3.93  -10.29  -7.88  0.146
C  4.95  -9.60  -8.39  -0.559
O  5.29  -9.64  -9.61  0.096
O  5.63  -9.04  -7.47  0.108
F  2.91  -10.23  -6.00  0.097
H  5.49  -9.06  -5.35  0.142
H  4.12  -8.34  -6.28  0.144
H  4.56  -11.36  -6.17  0.177
C  -5.82  7.34  1.50  -0.120
C  -6.45  6.05  1.75  -0.364
O  -5.66  5.12  1.08  0.186
C  -4.83  5.78  0.30  -0.529
O  -3.98  5.33  -0.45  0.131
O  -5.01  7.12  0.43  0.096
F  -7.63  6.04  1.17  0.122
H  -5.12  7.72  2.24  0.150
H  -6.57  8.12  1.36  0.153
H  -6.55  5.86  2.82  0.177

---

Entry 3:
Density functional theory data (ωB97M-V/def2-TZVPD) for a molecular structure, C15H15HgN2O6 in a non-equilibrium geometry.

Results
net charge	+1
Kohn-Sham gap	8.381	eV
E_LUMO	-0.1441	hartree
total energy	-35228.2178	eV
multiplicity	1
HOMO energy	-12.303	eV

Each line ends with the Löwdin charge.
Positions of all 39 atoms, in Å:
O  -4.60  0.26  -4.51  -0.025
C  -4.83  1.40  -4.37  0.025
Hg  -1.82  2.79  -0.54  0.953
C  0.51  4.74  0.91  0.004
O  0.58  5.83  1.22  0.059
C  -1.40  7.20  -0.71  -0.007
O  -1.36  8.12  -1.36  0.055
C  -3.37  2.92  1.85  -0.058
O  -4.02  2.74  2.78  0.066
C  0.06  4.34  -2.69  0.000
O  0.85  4.76  -3.42  0.070
H  -3.44  2.70  -0.58  -0.108
C  -0.91  -4.29  1.55  -0.067
C  0.05  -4.06  0.41  -0.200
N  0.63  -2.70  0.36  -0.048
C  1.69  -2.52  1.36  -0.218
C  2.87  -3.46  1.13  -0.074
C  -0.21  -1.68  -0.04  -0.400
O  -1.38  -1.90  -0.35  0.088
C  0.37  -0.36  -0.21  -0.102
C  1.68  -0.07  -0.57  0.039
C  2.12  1.22  -0.75  -0.004
C  1.25  2.28  -0.70  -0.150
N  0.01  1.88  -0.45  -0.169
C  -0.53  0.67  -0.21  -0.110
H  -0.45  -4.08  2.52  0.074
H  -1.24  -5.33  1.54  0.088
H  -1.78  -3.65  1.40  0.075
H  0.88  -4.76  0.49  0.103
H  -0.48  -4.23  -0.53  0.130
H  2.03  -1.48  1.35  0.103
H  1.28  -2.73  2.36  0.124
H  3.23  -3.43  0.09  0.087
H  3.69  -3.13  1.78  0.084
H  2.63  -4.50  1.38  0.074
H  2.35  -0.93  -0.71  0.143
H  3.12  1.50  -0.92  0.115
H  1.54  3.34  -0.80  0.077
H  -1.63  0.59  -0.03  0.103